No. 1
2 unconnected molecules or ions with the total composition C4H7NO2, computed with ωB97M-V/def2-TZVPD.

```
! RIJCOSX wB97M-V def2-TZVPD def2/J DEFGRID3
* xyz 0 1
C 2.50597 0.50474 1.88933
C -0.09066 -1.08843 0.09503
O -0.49816 0.14635 0.32346
C -1.48421 0.59825 -0.62352
C -1.62183 -0.58889 -1.52190
N -2.34396 -0.72843 -2.53477
O -0.74987 -1.54335 -0.99116
H 3.42218 0.28248 2.44251
H 1.82642 1.06949 2.53377
H 2.75738 1.09359 1.00434
H 2.01550 -0.41411 1.55794
H -1.10566 1.48308 -1.13824
H -2.40475 0.83839 -0.08821
H -2.22836 -1.65316 -2.94856
*
```

Properties
electronic energy: -361.77059 Ha
energy relative to the best compared isomer or geometry (same formula, charge and spin): 289.5 kJ/mol
HOMO energy: -9.96 eV
M: 101.10 g mol⁻¹

---

No. 2
A molecular structure, C4H7NO2, computed with ωB97M-V/def2-TZVPD.

```
! RIJCOSX wB97M-V def2-TZVPD def2/J DEFGRID3
* xyz 0 1
O -2.08269 -0.55458 -0.21067
C -0.71069 -0.59169 0.00081
C 0.11290 -0.25661 -1.23743
N 0.78446 0.97318 -0.94654
C 1.10643 0.80945 0.98925
C -0.33124 0.50900 0.96786
O -1.15303 1.25732 1.45810
H -2.38163 0.20477 0.32223
H -0.37869 -1.56886 0.36886
H 0.83875 -1.02797 -1.50902
H -0.52968 -0.12790 -2.12339
H 1.17778 1.25903 -1.87301
H 1.27303 1.75703 1.51231
H 1.85444 0.07492 1.31068
*
```

Properties
electronic energy: -361.72749 Ha
energy relative to the best compared isomer or geometry (same formula, charge and spin): 402.7 kJ/mol
HOMO energy: -8.88 eV
M: 101.10 g mol⁻¹

---

No. 3
A gas-phase ion, C4H7NO2 (charge +1), computed with ωB97M-V/def2-TZVPD.

```
! RIJCOSX wB97M-V def2-TZVPD def2/J DEFGRID3
* xyz 1 2
O 1.13015 -0.68218 2.16558
C 0.30080 0.02547 1.53672
C 0.56969 0.38375 0.06764
C -0.51166 -0.33941 -0.84498
C -2.03009 -0.41949 -0.48265
O -2.28934 -0.58119 0.68195
N 1.95403 0.56244 -0.47160
H -0.70688 0.35648 1.97634
H 0.37426 1.55661 -0.05449
H -0.42134 0.04477 -1.87536
H -0.23923 -1.41870 -0.65674
H -2.87615 0.03497 -1.08063
H 2.60598 0.43543 0.31063
H 2.13978 0.04103 -1.27241
*
```

Properties
electronic energy: -361.41211 Ha
energy relative to the best compared isomer or geometry (same formula, charge and spin): 229.8 kJ/mol
HOMO energy (spin up / spin down): -14.54 / -14.49 eV
M: 101.10 g mol⁻¹

---

No. 4
A gas-phase ion, C4H7NO2S (charge -1), computed with ωB97M-V/def2-TZVPD.

```
! RIJCOSX wB97M-V def2-TZVPD def2/J DEFGRID3
* xyz -1 2
O -0.88716 1.28170 -1.68540
C 0.00167 0.64057 -1.06450
N 0.94878 -0.08418 -1.72277
C 1.78133 -1.14135 -1.25684
O 2.22615 -1.99388 -2.10128
C 0.09368 0.73037 0.43627
C -1.24744 0.21040 1.00234
S -1.22220 0.10938 2.81912
H 0.92065 0.03000 -2.72601
H 1.81578 -1.28722 -0.18828
H 0.09350 1.79520 0.67174
H 0.94082 0.17982 0.83376
H -1.58804 -0.64865 0.42319
H -1.96622 0.99940 0.77985
H -1.70531 1.33082 3.07200
*
```

Properties
electronic energy: -760.02939 Ha
energy relative to the best compared isomer or geometry (same formula, charge and spin): 82.6 kJ/mol
HOMO energy (spin up / spin down): -0.07 / -4.51 eV
M: 133.17 g mol⁻¹

---

No. 5
A gas-phase ion, C4H7NO2S (charge -2), computed with ωB97M-V/def2-TZVPD.

```
! RIJCOSX wB97M-V def2-TZVPD def2/J DEFGRID3
* xyz -2 1
O -0.29424 -0.94613 1.94786
C -0.24160 -0.18672 0.95997
C 0.62033 -0.50000 -0.22319
C 1.21460 -1.91083 -0.31548
S 1.78594 -2.30783 -2.05143
N -0.96893 0.93562 0.92842
C -1.09487 1.99222 -0.23633
O -1.93614 2.93160 0.08556
H -0.06013 -0.42171 -1.08001
H 1.43909 0.19780 -0.40910
H 2.10173 -2.04310 0.29312
H 0.43421 -2.61932 -0.05594
H -1.63473 1.17861 1.65796
H -1.33347 1.35511 -1.13445
H -0.03177 2.34466 -0.36697
*
```

Properties
electronic energy: -760.00652 Ha
energy relative to the best compared isomer or geometry (same formula, charge and spin): 148.3 kJ/mol
HOMO energy: 0.16 eV
M: 133.17 g mol⁻¹
SMILES: O=C(CC[S-])NC[O-]

---

No. 6
A gas-phase ion, C4H7NO2S (charge -2), computed with ωB97M-V/def2-TZVPD.

```
! RIJCOSX wB97M-V def2-TZVPD def2/J DEFGRID3
* xyz -2 1
C 0.49068 -0.94167 1.69715
N -0.40454 -0.11246 0.93801
C -0.28246 -0.09914 -0.53483
C 0.71388 0.94183 -1.04149
S 2.54028 0.82752 -0.43685
C -1.65874 0.11241 -1.23358
O -2.14565 1.26546 -1.37587
O -2.19260 -0.95265 -1.64617
H 1.37628 -0.43825 2.09013
H -0.03577 -1.33732 2.59696
H 0.76535 -1.81270 1.11199
H -0.48868 0.82180 1.27878
H 0.03837 -1.12266 -0.72828
H 0.39914 1.88979 -0.60826
H 0.88445 0.95805 -2.10768
*
```

Properties
electronic energy: -760.00283 Ha
energy relative to the best compared isomer or geometry (same formula, charge and spin): 158.0 kJ/mol
HOMO energy: 0.64 eV
M: 133.17 g mol⁻¹
SMILES: CN[C@H](C[S-])C(=O)[O-]

---

No. 7
A gas-phase ion, C4H7NO2S (charge -2), computed with ωB97M-V/def2-TZVPD.

```
! RIJCOSX wB97M-V def2-TZVPD def2/J DEFGRID3
* xyz -2 1
O -0.33572 1.04732 -2.86726
C -1.01057 1.45562 -1.83269
N -1.03318 1.02977 -0.59119
C -0.00548 0.25955 0.17386
C 0.72591 -1.01765 -0.45102
O 1.42344 -0.58736 -1.60144
C -0.71082 -0.16746 1.44574
S 0.36511 -0.86368 2.82232
H -1.77251 2.22171 -2.11080
H 0.78181 1.01640 0.36545
H 1.58208 -1.34771 0.08978
H 0.09666 -1.85700 -0.63448
H 0.69830 -0.01101 -2.07949
H -1.33728 -0.94579 1.22847
H -1.35460 0.67380 1.85644
*
```

Properties
electronic energy: -759.97255 Ha
energy relative to the best compared isomer or geometry (same formula, charge and spin): 237.5 kJ/mol
HOMO energy: 0.66 eV
M: 133.17 g mol⁻¹
SMILES: [O-]/C=N\[C@H](CO)C[S-]

---

No. 8
C4H7NO2S in the gas phase, computed with ωB97M-V/def2-TZVPD.

```
! RIJCOSX wB97M-V def2-TZVPD def2/J DEFGRID3
* xyz 0 1
C -0.96184 -0.78012 1.53321
N -0.25786 -0.70148 0.22194
C 1.16495 -0.20198 0.33716
C 1.46414 0.48540 -0.92523
C 0.46082 0.75481 -1.68545
S -1.04381 0.30848 -0.89059
O -1.58602 1.49879 -0.31800
O -1.87987 -0.53931 -1.73933
H -1.06779 0.31480 1.91198
H -0.32011 -1.37906 2.19597
H -1.93022 -1.30880 1.39163
H 1.82423 -1.08351 0.51211
H 1.32808 0.54900 1.16052
H 2.49964 0.74698 -1.15990
H 0.30565 1.33600 -2.54602
*
```

Properties
electronic energy: -759.97703 Ha
energy relative to the best compared isomer or geometry (same formula, charge and spin): 261.3 kJ/mol
HOMO energy: -9.95 eV
M: 133.17 g mol⁻¹
SMILES: CN1CC=CS1(=O)=O

---

No. 9
C4H7NO2S in the gas phase, computed with ωB97M-V/def2-TZVPD.

```
! RIJCOSX wB97M-V def2-TZVPD def2/J DEFGRID3
* xyz 0 1
C 1.57805 2.58443 0.74704
C 1.03066 1.11318 0.64841
S -0.46976 0.68700 1.64003
C -0.05629 0.78138 -0.27212
C -0.19058 -0.58973 -1.04813
O 0.09162 -0.72304 -2.20203
N -0.95878 -1.64496 -0.35110
O -0.78056 -2.93782 -0.91840
H 2.15142 2.71629 1.74047
H 0.78900 3.30552 0.47112
H 2.24182 2.67835 -0.01483
H 2.13241 0.59160 0.62285
H -0.72575 1.63928 -0.78961
H -0.20799 -1.66465 0.64373
H -0.81282 -2.79235 -1.94429
*
```

Properties
electronic energy: -759.88657 Ha
energy relative to the best compared isomer or geometry (same formula, charge and spin): 498.8 kJ/mol
HOMO energy: -9.35 eV
M: 133.17 g mol⁻¹
SMILES: C[C@H]1S[C@@H]1C(=O)NO

---

No. 10
C4H7NO2S in the gas phase, computed with ωB97M-V/def2-TZVPD.

```
! RIJCOSX wB97M-V def2-TZVPD def2/J DEFGRID3
* xyz 0 1
O 2.51039 -1.03630 -0.49637
C 1.66023 -0.23340 -0.28354
N 1.64517 1.14594 -0.05783
C 0.25716 1.34339 0.24397
C 0.17642 -0.29426 0.14920
O -0.05577 -0.95489 1.28240
C -1.07412 -0.78630 -0.81474
S -2.46258 0.13390 -0.20844
H 2.44458 1.79835 -0.22769
H -0.29461 1.94490 -0.42214
H 0.03401 1.78734 1.28948
H 0.37345 -1.77710 1.26662
H -0.89172 -0.46011 -1.87460
H -1.45615 -1.99939 -0.83682
H -2.86647 -0.61209 0.99052
*
```

Properties
electronic energy: -759.96310 Ha
energy relative to the best compared isomer or geometry (same formula, charge and spin): 297.9 kJ/mol
HOMO energy: -8.90 eV
M: 133.17 g mol⁻¹
SMILES: O=C1NC[C@@]1(O)CS

---

No. 11
A molecular structure, C4H7NO2S3, computed with ωB97M-V/def2-TZVPD.

```
! RIJCOSX wB97M-V def2-TZVPD def2/J DEFGRID3
* xyz 0 1
O 1.12316 -2.38176 0.37036
O -0.39424 -2.38902 -1.55552
N 0.17083 -0.09764 -0.52916
S -0.33874 2.27997 0.35536
S -0.85885 -0.34742 1.85620
C -0.28085 0.55695 0.49668
C 2.24977 2.68842 1.46066
C 1.50202 2.89272 0.12898
C -1.38552 -1.75626 0.88718
S -0.06484 -1.79511 -0.29458
H 2.03106 3.18228 2.41927
H 3.26385 2.92509 1.18362
H 2.09493 1.58546 1.62176
H 1.96347 2.19719 -0.61228
H 1.72064 3.83250 -0.39589
H -2.31153 -1.59372 0.30806
H -1.48915 -2.78366 1.29530
*
```

Properties
electronic energy: -1556.33674 Ha
energy relative to the best compared isomer or geometry (same formula, charge and spin): 116.9 kJ/mol
HOMO energy: -9.67 eV
M: 197.31 g mol⁻¹

---

No. 12
C4H7NO3 in the gas phase, computed with ωB97M-V/def2-TZVPD.

```
! RIJCOSX wB97M-V def2-TZVPD def2/J DEFGRID3
* xyz 0 1
C -0.79082 1.09632 -0.83665
C -0.88447 0.02020 0.22467
C -1.32879 -1.31124 -0.43524
O -2.48156 -1.46620 -0.71206
N 0.34594 -0.18874 0.99502
C 1.55980 -0.24233 0.38259
O 1.83946 -0.52591 -0.75953
O 2.53585 0.00300 1.29608
H -0.59661 2.08357 -0.41556
H -1.68917 1.41599 -1.37975
H -0.09139 0.80416 -1.61829
H -1.63233 0.36540 0.93980
H -0.43941 -1.95957 -0.55807
H 0.28228 0.18362 1.91945
H 3.37121 -0.27827 0.95754
*
```

Properties
electronic energy: -437.10200 Ha
energy relative to the best compared isomer or geometry (same formula, charge and spin): 108.7 kJ/mol
HOMO energy: -9.75 eV
M: 117.10 g mol⁻¹
SMILES: C[C@@H](C=O)NC(=O)O